Record 1
This record from OMol25 describes a molecular structure, C11H7FeN2O12 in a non-equilibrium geometry. The level of theory is wB97M-V/def2-TZVPD.

XYZ file:
```
33
C11H7FeN2O12 wB97M-V/def2-TZVPD
Fe -0.1000 1.6947 -1.1507
O 0.2909 3.4990 2.8859
C 0.4198 3.0168 1.6520
O -0.5094 2.9386 0.8917
C 1.8501 2.6049 1.3512
O 1.9828 1.9254 0.1210
C 2.8405 2.5755 -0.8239
C 2.1107 3.7905 -1.5234
O 2.7868 4.7612 -1.8165
O 0.8765 3.6062 -1.6861
H -0.6463 3.6841 3.0724
H 2.1773 1.9374 2.1617
H 2.4651 3.5132 1.3694
H 3.0603 1.8168 -1.5779
H 3.7699 2.9136 -0.3533
O 1.8114 -1.7205 -2.0609
C 0.7833 -1.1267 -1.7857
O 0.4709 0.0469 -2.1842
C -0.2813 -1.8212 -0.9429
C -0.5431 -3.1399 -1.1763
C -1.5811 -3.8071 -0.4993
C -2.3291 -3.1290 0.4546
C -2.0321 -1.8101 0.7548
C -1.0144 -1.0665 0.0441
O -0.8046 0.1545 0.2657
N -2.7843 -1.1538 1.7660
O -3.8905 -1.6023 2.0375
O -2.3039 -0.1847 2.3258
N -1.8514 -5.1622 -0.7989
O -1.1891 -5.7138 -1.6669
O -2.7413 -5.7286 -0.1759
H 0.0449 -3.6840 -1.9010
H -3.1394 -3.6289 0.9700
```

Results
Energy above the lowest of the compared OMol25 structures with the same formula, charge and spin in kJ/mol: 31.1
Molecular weight in g/mol: 415.0
HOMO level (alpha / beta) in eV: -5.82 / -5.82
DFT total energy in eV: -73456.821
Multiplicity: 5
Charge: -1
E_LUMO (alpha / beta) in eV: 2.2 / 2.0

Record 2
This record from OMol25 describes 2 unconnected molecules or ions with the total composition C30H43Br2F2N3O11P3S3 in a non-equilibrium geometry. The level of theory is wB97M-V/def2-TZVPD.

XYZ file:
```
97
C30H43Br2F2N3O11P3S3 wB97M-V/def2-TZVPD
C -4.6319 1.4536 7.4327
C -5.7440 0.4215 7.5263
C -5.4081 -0.8152 6.6987
O -5.3355 -0.4361 5.3358
C -4.4833 -1.2251 4.5357
C -3.7101 -0.3350 3.6039
C -4.2416 0.0073 2.3689
F -5.4320 -0.5242 2.0572
C -3.6445 0.8573 1.4369
C -4.4022 1.0948 0.1442
C -4.4572 2.5251 -0.3859
C -5.2477 2.5728 -1.7221
C -6.6355 3.1794 -1.6042
S -7.8506 1.9787 -1.0877
O -8.2150 2.2677 0.2651
O -7.4029 0.6633 -1.3986
O -9.0718 2.2778 -2.0510
C -2.4017 1.3748 1.7942
C -1.8174 1.0199 3.0106
C -2.4608 0.1869 3.9147
Br -1.6364 -0.2174 5.5655
S -0.2124 1.6875 3.3762
C 0.4873 1.5425 1.7629
C 1.8075 1.1476 1.5819
P 2.8364 0.7095 3.0120
P 3.4669 2.6298 3.7831
O 2.4250 3.1860 4.6504
O 4.7947 2.2341 4.5745
O 3.9346 3.6475 2.6398
C 2.2679 1.1021 0.2717
F 3.5446 0.7245 0.0404
C 1.4822 1.3733 -0.8443
C 2.0531 1.2444 -2.2406
C 1.4952 -0.0151 -2.9261
C 2.4383 -1.2224 -2.7274
C 1.9424 -2.1170 -1.5804
S 3.2169 -2.9898 -0.6860
O 3.1722 -4.3720 -1.0646
O 3.1233 -2.7004 0.7095
O 4.5953 -2.4046 -1.2462
C 0.1563 1.7469 -0.6216
Br -0.9964 2.1885 -2.0500
C -0.3370 1.8383 0.6789
N -1.6794 2.2623 0.9163
P -1.7316 3.9122 1.4204
O -0.4095 4.5609 1.3691
H -4.4207 1.7137 6.4012
H -4.8744 2.3665 7.9658
H -3.7242 1.0408 7.8678
H -5.9070 0.1140 8.5539
H -6.6625 0.8273 7.1109
H -4.4658 -1.2339 7.0510
H -6.2170 -1.5346 6.8340
H -5.0911 -1.9060 3.9437
H -3.7696 -1.8003 5.1171
H -5.4260 0.7971 0.3157
H -3.9787 0.4517 -0.6250
H -3.4786 2.9273 -0.5956
H -4.9295 3.1763 0.3482
H -5.3068 1.5589 -2.1007
H -4.6607 3.1193 -2.4527
H -6.6646 4.0411 -0.9516
H -6.9481 3.5166 -2.5894
H -9.7569 2.7480 -1.5550
H 4.0047 0.2284 2.3943
H 5.3048 3.0240 4.7922
H 3.4192 4.4579 2.7623
H 1.7223 2.1128 -2.7978
H 3.1302 1.1968 -2.1811
H 1.3053 0.1473 -3.9809
H 0.5339 -0.2898 -2.5079
H 3.4419 -0.8617 -2.5379
H 2.4384 -1.8175 -3.6395
H 1.3085 -2.9090 -1.9568
H 1.3714 -1.5356 -0.8649
H 5.1652 -2.2540 -0.4749
H -2.2939 3.9134 2.7091
H -2.6835 4.5324 0.5968
C 9.1113 -4.0565 -6.9075
C 7.9638 -3.0665 -7.0185
N 6.9839 -3.2237 -5.9300
C 6.4775 -2.2146 -5.1456
C 5.5613 -2.7752 -4.3182
N 5.5349 -4.1190 -4.6019
C 6.4022 -4.3664 -5.5777
C 4.6874 -5.1237 -3.9433
H 8.7574 -5.0869 -6.9443
H 9.8027 -3.9160 -7.7349
H 9.6531 -3.9205 -5.9717
H 7.4320 -3.1948 -7.9609
H 8.3354 -2.0458 -6.9813
H 6.8131 -1.1995 -5.2566
H 4.9204 -2.3736 -3.5545
H 6.5962 -5.3325 -6.0089
H 5.3153 -5.8676 -3.4606
H 4.0479 -5.5952 -4.6854
H 4.0745 -4.6357 -3.1911
```

Results
Molecular weight in g/mol: 1008.6
HOMO level in eV: -9.94
DFT total energy in eV: -264689.122
Charge: +1
E_LUMO in eV: -2.8

Record 3
This record from OMol25 describes a gas-phase ion, C16H20N3S (charge +1) in a non-equilibrium geometry. The level of theory is wB97M-V/def2-TZVPD.

XYZ file:
```
40
C16H20N3S wB97M-V/def2-TZVPD
C -0.1614 -4.0687 0.8036
N 0.1609 -2.8495 1.3503
C -0.0073 -1.6457 0.3991
C -1.5442 -1.1855 0.7494
C -1.5746 -0.4183 2.2341
C -1.9995 1.1658 2.1352
C -1.0522 2.0674 1.1449
N 0.3982 2.1688 1.5637
C 1.1461 1.6729 2.7832
C 2.7324 2.0939 2.7160
C 2.7989 2.9405 1.2760
C 1.2983 2.9516 0.6140
C 0.3583 -2.2556 -1.0770
C 0.1326 -1.2849 -2.4209
C 1.3434 -0.2346 -2.7493
C 1.1583 0.7044 -4.1165
C -0.2325 0.4508 -5.0085
C -1.2814 -0.6604 -4.4185
N -1.1338 -1.5171 -3.1931
S -0.7362 -3.7791 -0.9770
H -0.1228 -5.1605 1.2218
H 0.4886 -2.8461 2.3572
H 0.7171 -0.8339 0.8873
H -2.0481 -0.5245 -0.0955
H -2.2163 -2.1596 0.9040
H -2.4040 -0.9421 2.9141
H -0.5562 -0.5703 2.8333
H -3.1226 1.2371 1.7810
H -1.9778 1.6327 3.2297
H -1.2034 1.6450 0.0408
H -1.4872 3.1767 1.1892
H 0.6572 1.0611 3.6543
H 3.6121 1.8673 3.4771
H 3.8211 3.3997 0.8823
H 0.9733 3.4578 -0.4092
H 1.5334 -2.3774 -1.0155
H 2.3243 -0.0699 -2.1332
H 1.9675 1.4785 -4.4777
H -0.4753 1.0214 -6.0010
H -2.2851 -0.8094 -5.0486
```

Results
Molecular weight in g/mol: 286.4
HOMO level in eV: -10.25
DFT total energy in eV: -32199.482
Charge: +1
E_LUMO in eV: -4.7

Record 4
This record from OMol25 describes 2 unconnected molecules or ions with the total composition Cl2H2Si in a non-equilibrium geometry. The level of theory is wB97M-V/def2-TZVPD.

XYZ file:
```
5
Cl2H2Si wB97M-V/def2-TZVPD
Si -2.3645 -0.1485 -0.1391
Cl -0.2790 -0.3877 -0.0635
Cl 3.2417 -0.3431 0.0120
H 3.8956 -1.2431 0.8157
H -3.0590 -1.4424 0.4224
```

Results
Energy above the lowest of the compared OMol25 structures with the same formula, charge and spin in kJ/mol: 303.5
Molecular weight in g/mol: 101.0
HOMO level in eV: -8.77
DFT total energy in eV: -32954.155
E_LUMO in eV: -1.0

Record 5
This record from OMol25 describes 2 unconnected molecules or ions with the total composition C2H5N3S2 in a non-equilibrium geometry. The level of theory is wB97M-V/def2-TZVPD.

XYZ file:
```
12
C2H5N3S2 wB97M-V/def2-TZVPD
C -0.1379 0.5720 1.1622
C -0.0558 0.3912 -1.6464
H -1.6310 -0.6341 0.5371
H -0.9528 -0.9065 2.1188
H 1.3193 1.7021 1.8981
H 0.7430 -1.5409 -1.9491
H 0.7631 -1.2770 -0.2941
N -0.7934 -0.5066 1.2401
N 0.8955 0.7393 1.9659
N 0.0095 -0.9484 -1.4041
S -0.5291 1.5067 -0.3759
S 0.3696 0.9022 -3.2524
```

Results
Energy above the lowest of the compared OMol25 structures with the same formula, charge and spin in kJ/mol: 372.6
Molecular weight in g/mol: 135.2
HOMO level in eV: -8.65
DFT total energy in eV: -28292.805
E_LUMO in eV: -0.6